(1)
ORCA calculation (ωB97M-V with the def2-TZVPD basis set) on a single C23H31N3O2 molecule.

Computed properties:
**SMILES string**: CCN(CC)CCCCCC(=O)Nc1ccccc1C(=O)Nc1ccccc1
**Electronic energy**: -32920.919 eV
**Relative energy (zero: lowest compared OMol25 entry of this formula, charge and spin)**: 8.66 kcal per mole
**Frontier orbital gap**: 8.65 eV
**HOMO energy**: -8.265 eV

```
! wB97M-V def2-TZVPD RIJCOSX def2/J DEFGRID3
* xyz 0 1
C -4.5513 -3.1075 -0.2153
C -5.8183 -2.2613 -0.2977
N -5.5234 -0.8492 -0.1252
C -6.4149 0.0170 -0.8779
C -5.9569 0.1520 -2.3271
C -5.3837 -0.4581 1.2670
C -4.3717 0.6784 1.4278
C -2.9864 0.2578 0.9470
C -1.9961 1.4169 0.9714
C -0.6117 0.9902 0.4931
C 0.3641 2.1540 0.4799
O 0.0671 3.2837 0.7947
N 1.6085 1.7575 0.0730
C 2.7558 2.5099 -0.1081
C 2.7433 3.9043 -0.0370
C 3.8895 4.6321 -0.2763
C 5.0739 3.9885 -0.6028
C 5.1092 2.6097 -0.6454
C 3.9732 1.8454 -0.3763
C 4.0335 0.3596 -0.3862
O 3.0665 -0.3426 -0.6581
N 5.2441 -0.1489 -0.0305
C 5.6614 -1.4820 0.0418
C 6.9441 -1.7251 0.5317
C 7.4243 -3.0166 0.6222
C 6.6334 -4.0823 0.2253
C 5.3607 -3.8427 -0.2629
C 4.8690 -2.5533 -0.3583
H -3.8355 -2.7687 -0.9590
H -4.0884 -3.0288 0.7646
H -4.7880 -4.1522 -0.4022
H -6.2603 -2.3998 -1.2862
H -6.5539 -2.6163 0.4457
H -6.4013 1.0070 -0.4184
H -7.4567 -0.3472 -0.8466
H -5.9753 -0.8081 -2.8361
H -6.6078 0.8391 -2.8626
H -4.9404 0.5344 -2.3551
H -5.0238 -1.3204 1.8315
H -6.3527 -0.1577 1.7033
H -4.6982 1.5477 0.8550
H -4.3312 0.9704 2.4794
H -3.0822 -0.1289 -0.0685
H -2.6151 -0.5525 1.5790
H -2.3558 2.2256 0.3330
H -1.9144 1.8169 1.9839
H -0.2122 0.2059 1.1412
H -0.6734 0.5818 -0.5189
H 1.7394 0.7717 -0.1595
H 1.8168 4.4011 0.1967
H 3.8563 5.7099 -0.2265
H 5.9634 4.5582 -0.8239
H 6.0312 2.1238 -0.9343
H 5.9429 0.5180 0.2668
H 7.5642 -0.8947 0.8418
H 8.4195 -3.1908 1.0036
H 7.0088 -5.0918 0.2964
H 4.7386 -4.6680 -0.5756
H 3.8780 -2.3731 -0.7383
*
```

***

(2)
ORCA calculation (ωB97M-V with the def2-TZVPD basis set) on a single C2H4N4 molecule at a distorted geometry.

Computed properties:
**SMILES string**: N[C@@H]1N=CN=N1
**Electronic energy**: -8096.818 eV
**Relative energy (zero: lowest compared OMol25 entry of this formula, charge and spin)**: 57.57 kcal per mole
**Frontier orbital gap**: 10.23 eV
**HOMO energy**: -10.246 eV

```
! wB97M-V def2-TZVPD RIJCOSX def2/J DEFGRID3
* xyz 0 1
N -1.8055 0.0243 -0.1160
C -0.4008 0.1441 -0.2134
N 0.4551 -0.9483 -0.3626
C 1.5753 -0.4802 0.0961
N 1.5258 0.8278 0.5492
N 0.3030 1.2068 0.4657
H -2.1072 -0.0015 0.8496
H -2.1171 -0.8204 -0.5843
H -0.1146 0.9872 -0.9747
H 2.5058 -1.0336 0.1245
*
```

***

(3)
ORCA calculation (ωB97M-V with the def2-TZVPD basis set) on an isolated ion of composition C36H36N3O3 and charge -1 at a distorted geometry.

Computed properties:
**SMILES string**: CC(C)(C)c1cc([C@H](c2ccc([N+](=O)[O-])cc2)[C@H](C#N)N=C(c2ccccc2)c2ccccc2)cc(C(C)(C)C)c1[O-]
**Electronic energy**: -48523.679 eV
**Relative energy (zero: lowest compared OMol25 entry of this formula, charge and spin)**: 0.00 kcal per mole
**Frontier orbital gap**: 4.42 eV
**HOMO energy**: -3.291 eV

```
! wB97M-V def2-TZVPD RIJCOSX def2/J DEFGRID3
* xyz -1 1
C 3.3429 -3.5844 -1.8265
C 1.8640 -3.3463 -1.4704
C 1.1393 -2.8713 -2.7233
C 1.2430 -4.6912 -1.0538
C 1.7417 -2.3402 -0.2937
C 0.9320 -1.2309 -0.3660
C 0.5085 -0.5191 0.7495
C -0.7751 0.3662 0.6321
C -0.6950 1.4772 1.6466
C 0.5824 2.0234 2.0251
C 0.7025 3.1717 2.8014
C -0.5103 3.8409 3.1578
N -0.5091 4.7969 4.1976
O -1.6048 5.3111 4.5313
O 0.5829 5.0718 4.7465
C -1.7611 3.4528 2.6050
C -1.8268 2.2846 1.8628
C -1.8110 -0.4078 0.0492
C -1.6791 -1.8923 -0.1930
N -1.4385 -3.0120 0.0174
N -1.7999 -0.0362 -1.5817
C -2.2790 0.9818 -2.2249
C -1.3602 1.7345 -3.1756
C -1.5152 3.1120 -3.4347
C -0.5363 3.8118 -4.1428
C 0.6056 3.1444 -4.6001
C 0.7496 1.7654 -4.3855
C -0.2405 1.0629 -3.6894
C -3.7071 1.4778 -2.1442
C -4.3339 1.9504 -3.3091
C -5.6624 2.3667 -3.2943
C -6.4040 2.2898 -2.1156
C -5.7879 1.8253 -0.9534
C -4.4421 1.4470 -0.9509
C 1.1694 -0.7846 1.9657
C 2.1838 -1.7121 2.0949
C 2.9977 -1.9386 3.4254
C 2.5670 -3.2619 4.0699
C 2.7416 -0.8172 4.4277
C 4.5058 -1.9966 3.1464
C 2.4100 -2.6523 0.9778
O 3.0548 -3.7217 1.1292
H 3.8771 -3.9846 -0.9574
H 3.4258 -4.2973 -2.6614
H 3.8072 -2.6352 -2.1231
H 0.0714 -2.7523 -2.5221
H 1.5605 -1.9262 -3.0797
H 1.2474 -3.6132 -3.5247
H 0.1957 -4.5337 -0.7662
H 1.2927 -5.4066 -1.8874
H 1.7883 -5.0977 -0.1950
H 0.5663 -0.9167 -1.3222
H -0.8953 1.1932 -0.1497
H 1.5521 1.5909 1.7006
H 1.6677 3.5662 3.1814
H -2.6687 4.0293 2.8012
H -2.7502 1.9767 1.3948
H -2.8389 -0.2045 0.3366
H -2.4029 3.6371 -3.0821
H -0.6614 4.8771 -4.3309
H 1.3870 3.6913 -5.1296
H 1.6239 1.2233 -4.7515
H -0.1654 -0.0169 -3.5395
H -3.7671 1.9890 -4.2400
H -6.1106 2.7344 -4.2112
H -7.4538 2.5792 -2.1129
H -6.3594 1.7466 -0.0346
H -3.9738 1.1591 -0.0097
H 0.9688 -0.1656 2.8506
H 2.7758 -4.0899 3.3875
H 3.1231 -3.4030 5.0025
H 1.4943 -3.2425 4.2925
H 2.9981 0.1647 4.0149
H 1.7014 -0.8087 4.7685
H 3.3735 -0.9834 5.3053
H 4.8424 -1.0605 2.6884
H 5.0310 -2.1381 4.0970
H 4.7306 -2.8314 2.4788
*
```